(1)
Entry from OMol25: a molecular structure, C22H53N2O8Sr (ωB97M-V/def2-TZVPD).

As for the total charge: +1. The total energy is -43859.6311 eV. The energy above the lowest of the compared OMol25 structures with the same formula, charge and spin comes out at 0.0 kcal per mole.

CARTESIAN COORDINATES (ANGSTROEM)
Sr -2.6952 -5.2703 2.9587
C -1.9885 -1.1991 1.0751
C -2.3087 -2.5338 1.7300
O -1.9024 -2.7859 2.8771
O -2.9105 -3.3516 1.1152
H -0.9054 -1.0958 1.1405
H -2.2969 -0.3470 1.6808
H -2.2623 -1.0129 0.0366
C -0.6174 -4.8579 -2.0996
O -1.8221 -4.1750 -1.7492
H -0.5068 -5.5972 -1.3063
H -0.7049 -5.4666 -2.9996
H 0.2403 -4.2010 -2.2439
H -1.7619 -3.7439 -0.8936
C -2.6103 2.3650 1.3966
O -2.9705 3.6643 1.2484
H -3.4358 1.7090 1.1202
H -1.6392 2.2048 0.9281
H -2.4935 2.1798 2.4644
H -3.9060 3.5272 1.4148
O -4.6592 -2.6331 -1.0793
H -4.7238 -3.4372 -1.5947
H -4.2704 -2.9104 -0.2498
O -0.1130 -5.1971 2.5635
H 0.3732 -5.3580 1.7548
H 0.3135 -4.4334 2.9521
C 1.6462 1.9565 3.1065
C 1.6171 0.4644 3.4623
C 1.6060 -0.2326 2.0848
C 3.0036 -0.4252 1.3696
C 4.0328 -1.0137 2.3427
C 4.1340 -0.0773 3.6298
N 2.7642 -0.0424 4.2250
O 2.7964 0.5299 5.4543
C 5.1026 -0.8940 4.4928
C 4.8775 1.2566 3.2565
C 0.3223 -0.0303 4.0455
H 1.9501 2.6442 3.8957
H 0.6509 2.2940 2.8175
H 2.1946 2.2075 2.1986
H 1.2108 -1.2449 2.1685
H 0.9564 0.3293 1.4137
H 3.3065 0.5386 0.9604
H 2.9139 -1.1115 0.5276
H 4.9989 -1.1277 1.8511
H 3.8114 -2.0349 2.6529
H 5.2560 -0.5305 5.5089
H 4.8130 -1.9254 4.6936
H 6.0961 -0.9899 4.0548
H 4.3374 1.8389 2.5100
H 5.0603 1.8112 4.1769
H 5.8290 0.9976 2.7920
H 0.3909 0.3492 5.0650
H 0.2892 -1.1161 4.1361
H -0.4887 0.3604 3.4309
H 2.4985 -0.2017 5.9998
C -1.1414 2.8470 -6.2499
C -1.0914 2.5978 -4.7030
C -2.4708 3.0772 -4.0207
C -2.8461 2.4533 -2.6595
C -2.4019 0.9877 -2.5079
C -1.0785 0.4400 -3.1128
N -0.7467 1.1482 -4.3890
O 0.5355 0.6639 -4.8541
C 0.0673 0.6951 -2.0946
C -1.2291 -1.0644 -3.4203
C 0.0061 3.5270 -4.0956
H -1.2873 3.8929 -6.5200
H -2.0090 2.4047 -6.7396
H -0.1841 2.5682 -6.6903
H -2.3741 4.1161 -3.7055
H -3.2879 3.0068 -4.7388
H -3.9354 2.4674 -2.6238
H -2.2878 2.9300 -1.8538
H -3.1488 0.2719 -2.8513
H -2.5804 0.7815 -1.4526
H -0.0755 0.0429 -1.2330
H 1.0693 0.4960 -2.4747
H 0.0135 1.6911 -1.6552
H -1.7768 -1.4391 -2.5556
H -1.8976 -1.2516 -4.2607
H -0.3013 -1.5684 -3.6912
H -0.0446 3.3508 -3.0211
H -0.2640 4.5693 -4.2651
H 1.0328 3.2896 -4.3744
H 0.3362 0.3837 -5.7505

(2)
Entry from OMol25: 2 unconnected molecules or ions with the total composition C5H14 (ωB97M-V/def2-TZVPD).

The expectation value of S² is 0.7504. As for the total charge: -1. The total energy is -5409.3343 eV. Its multiplicity is 2. The energy above the lowest of the compared OMol25 structures with the same formula, charge and spin comes out at 27.1 kcal per mole.

CARTESIAN COORDINATES (ANGSTROEM)
C -1.3881 0.9852 -0.5554
C -0.6899 0.4720 -1.8281
C -2.5428 0.1530 -0.0201
H -0.7762 1.3017 0.2549
H -1.9635 1.9238 -0.9137
H -1.2967 0.4100 -2.6880
H -0.3375 -0.5477 -1.5421
H -3.1081 0.8606 0.5449
H -3.0449 -0.1336 -0.9006
H 0.2038 1.0693 -1.9866
H -2.1760 -0.6836 0.5050
C 1.9241 -1.0390 0.4171
C 2.4369 -0.3846 1.8294
H 0.9950 -1.6047 0.6480
H 1.6161 -0.1192 -0.0616
H 2.6370 -1.7042 -0.1346
H 2.1973 -1.2177 2.5588
H 1.8163 0.3637 2.2330
H 3.4974 -0.1049 1.6397